Record 1
50
Properties=species:S:1:pos:R:3:forces:R:3 method="wB97M-V/def2-TZVPD" homo_ha=-0.3063 e_above_lowest_kj_mol=151.45 smiles="CCCCN(C(=O)c1ccc(C(F)(F)F)cc1)c1nnc(-c2ccc(F)c3[nH]ccc23)s1" homo_lumo_gap_ev=7.96
O 3.79696 0.78886 -1.21488 -1.86 0.65 0.38
F -3.79935 -4.00887 4.85067 0.32 0.19 -1.50
F -0.64383 6.05787 1.69676 -0.73 -1.38 -0.51
F -1.97564 4.14023 1.53939 0.96 2.17 0.85
F -0.52581 4.52263 3.20900 -0.25 0.02 -1.85
N -1.24814 -2.03114 -0.83943 1.35 1.48 0.66
N -0.28888 -1.36958 -1.64295 -1.55 -1.45 -1.61
S 0.41922 -0.70833 0.61047 -1.05 -0.45 1.77
C 2.57241 0.87549 -1.11211 1.49 -1.32 -1.29
C -1.07547 -1.77151 0.43270 2.23 0.78 -0.55
C 0.61548 -0.67503 -1.07678 0.12 0.01 0.78
C -0.80238 -0.71855 3.65180 -0.44 -0.16 -1.77
C -1.09707 -0.80926 4.97010 -0.58 -0.56 -0.12
C -3.45708 -3.80999 2.35930 -1.07 -1.99 4.03
C 2.18137 2.35518 0.82034 -0.93 -0.03 -0.57
C 0.69696 2.56077 -1.10065 -0.16 1.47 1.69
C -2.69436 -3.31983 1.32765 -0.21 -0.86 -0.29
C 1.37732 3.23640 1.54131 0.06 0.92 0.37
C -0.10461 3.48383 -0.34923 0.09 0.14 0.46
C -3.19607 -3.49007 3.72924 -0.10 0.93 -1.94
C 1.83942 2.00229 -0.48627 -1.26 0.03 -0.02
C -1.78890 -2.34200 1.61963 1.21 2.50 -0.92
C -1.63987 -1.77499 2.95556 1.95 0.80 -2.39
C -2.31080 -2.41586 3.93699 -1.33 -1.42 1.85
C 0.18235 3.85990 0.98517 3.37 -1.86 -0.08
N -2.00917 -1.84790 5.12979 0.29 0.45 2.17
N 1.76563 -0.13906 -1.71372 -1.54 0.29 1.49
C -0.72255 4.71774 1.84735 -0.52 -1.65 0.83
C 0.40559 -1.22931 -5.10064 -0.64 0.72 1.41
C 2.34812 -0.91765 -2.76713 2.36 -0.20 -0.60
C 1.08258 0.12136 -4.76186 -0.16 -1.17 -0.55
C 2.38907 -0.07527 -4.03430 0.78 -0.96 -1.84
H -0.16810 0.05313 3.17428 -0.58 -0.78 0.44
H -0.79830 -0.18885 5.82173 -0.06 -0.45 -0.52
H -4.17618 -4.62139 2.21665 0.19 0.28 -0.21
H 3.01507 1.80683 1.25271 -0.06 0.47 0.21
H 0.43210 2.41200 -2.13807 0.03 -0.43 0.07
H -2.80658 -3.86183 0.35815 0.30 1.21 0.68
H 1.81876 3.42855 2.54561 -1.16 0.23 -0.61
H -1.02319 3.92779 -0.74929 0.47 -0.37 -0.31
H -2.28090 -2.21955 6.03911 0.00 0.22 -0.67
H -0.20662 -1.19237 -5.99638 0.04 0.13 -0.15
H 1.17924 -1.98922 -5.22145 -0.19 -0.11 0.05
H -0.26251 -1.44216 -4.25503 0.25 -0.66 -0.29
H 1.93103 -1.91985 -2.90106 -0.70 0.58 0.10
H 3.39762 -1.15656 -2.45932 -0.63 0.39 -0.24
H 0.51677 0.85227 -4.22698 -1.13 0.13 0.45
H 1.21850 0.52762 -5.73568 0.81 0.97 -0.67
H 2.88529 0.87878 -3.95255 0.17 0.43 0.85
H 3.03548 -0.56354 -4.78566 0.02 -0.31 0.45


Record 2
59
Properties=species:S:1:pos:R:3:forces:R:3 method="wB97M-V/def2-TZVPD" homo_ha=-0.3343 e_above_lowest_kj_mol=81.78 homo_lumo_gap_ev=8.21
In -0.15803 0.51407 2.34891 -0.17 0.43 0.53
N -3.37299 -0.47228 3.00906 -0.02 0.01 0.05
C -3.39727 0.59400 2.12361 0.00 0.03 -0.05
C -4.59205 1.31667 2.02273 0.01 -0.02 0.02
C -4.66133 2.36422 1.13654 0.00 0.00 -0.01
C -3.55349 2.67286 0.35179 0.00 0.00 0.00
C -2.42300 1.90979 0.51624 -0.01 0.03 0.04
N -2.33677 0.89012 1.38296 0.06 -0.08 -0.19
C -2.44044 -1.44207 3.29192 -0.04 -0.05 -0.10
C -2.83100 -2.47634 4.15943 -0.01 0.03 -0.03
C -1.96654 -3.51035 4.40548 0.00 0.00 0.00
C -0.71492 -3.52823 3.78707 0.00 0.00 0.00
C -0.39011 -2.47132 2.98258 0.02 0.03 0.04
N -1.22821 -1.43864 2.73514 0.30 -0.08 -0.02
H -4.19756 -0.53425 3.58184 0.00 0.00 -0.01
H -5.43897 1.05242 2.64225 0.00 0.00 0.00
H -5.57226 2.94204 1.05428 0.00 0.00 0.00
H -3.56330 3.49335 -0.34972 0.00 0.00 0.00
H -1.51996 2.12398 -0.04263 -0.01 0.00 -0.01
H -3.81056 -2.44626 4.61772 0.00 0.00 0.00
H -2.25900 -4.30762 5.07584 0.00 0.00 0.00
H -0.00408 -4.32203 3.95804 0.00 0.00 0.00
H 0.58857 -2.39235 2.52385 0.00 0.00 0.00
O 3.47505 -0.55982 4.26030 0.00 -0.08 -0.07
S 2.36351 0.13092 3.70595 0.24 0.09 -0.28
O 2.07796 -0.14515 2.26495 -0.06 -0.09 0.03
O 1.06976 -0.01645 4.37869 -0.07 0.20 -0.01
O 2.78544 1.67243 3.75076 0.15 -0.13 0.19
F 2.61817 4.10846 2.28247 0.06 -0.14 -0.08
Te 1.59638 3.21372 3.57221 0.59 0.12 -0.39
F 2.82883 4.07323 4.66013 -0.25 -0.04 0.32
F 0.44131 4.66182 3.65231 0.17 0.11 -0.07
F -1.31811 1.34714 3.76327 -0.11 -0.19 0.00
F 0.77381 2.65220 5.12493 -0.17 0.00 -0.06
O 0.75981 2.41539 2.16576 -0.68 -0.13 0.17
N 2.61689 -0.02764 -4.41557 0.00 0.00 0.00
C 2.66219 -0.50865 -5.70636 0.01 0.01 0.00
C 3.55757 -0.30973 -6.75356 0.00 0.00 0.00
C 3.27537 -0.96203 -7.93547 0.00 0.00 0.00
C 2.14254 -1.78392 -8.07365 0.00 0.00 0.00
C 1.26261 -1.97728 -7.03112 0.00 0.00 0.00
C 1.53203 -1.32774 -5.82519 -0.01 -0.01 0.00
N 0.83028 -1.34684 -4.63339 0.00 0.01 -0.01
C 1.50248 -0.56978 -3.83081 -0.02 -0.01 0.01
C 1.10671 -0.28951 -2.44659 0.00 -0.01 -0.01
C 1.70620 0.70702 -1.68631 -0.01 0.00 -0.01
C 1.28510 0.91475 -0.38726 0.07 -0.02 0.03
N 0.30197 0.19330 0.15543 -0.02 -0.07 0.00
C -0.28180 -0.76824 -0.56826 -0.04 0.08 -0.05
C 0.08757 -1.04297 -1.86602 0.01 0.01 0.01
H 3.30882 0.54717 -3.96958 0.00 0.00 0.00
H 4.42919 0.32306 -6.65148 0.00 0.00 0.00
H 3.94117 -0.83833 -8.77922 0.00 0.00 0.00
H 1.96398 -2.27280 -9.02198 0.00 0.00 0.00
H 0.38985 -2.60820 -7.13007 0.00 0.00 0.00
H 2.49111 1.33742 -2.08035 0.00 0.01 0.01
H 1.73002 1.66648 0.25174 -0.01 0.00 -0.01
H -1.07546 -1.31744 -0.07647 0.00 0.00 -0.01
H -0.39505 -1.82376 -2.43510 0.00 0.00 0.00


Record 3
52
Properties=species:S:1:pos:R:3:forces:R:3 method="wB97M-V/def2-TZVPD" homo_ha="-0.3763 / -0.4330" e_above_lowest_kj_mol=1505.92 spin_multiplicity=3 homo_lumo_gap_ev="5.80 / 6.66" s_squared=2.04 total_charge=+1
C -1.14041 2.18150 0.52455 -0.04 4.58 -4.40
C -0.04346 2.07919 1.40628 4.65 3.93 -0.64
C 1.12996 2.03308 0.63084 0.11 -0.05 0.49
H -0.09493 2.04063 2.48037 1.26 0.68 -0.28
C 0.76009 2.10832 -0.72490 0.11 -1.10 -0.62
C -0.64412 2.19172 -0.79373 -0.61 -0.06 -0.23
H -1.22943 2.27431 -1.69124 -0.10 0.05 -0.09
H -2.17780 2.23303 0.80362 0.20 1.69 -1.50
H 2.13195 1.91863 1.01042 0.04 0.02 0.06
H 1.42240 2.05976 -1.57094 0.04 0.17 -0.02
C -0.10557 -1.91884 1.54579 0.18 0.05 0.64
C -0.70705 -0.86955 2.27095 2.30 -4.55 1.19
C -1.92883 -0.54999 1.63439 -2.88 -2.86 1.30
H -0.32674 -0.42789 3.17622 0.21 -0.22 -0.14
C -2.04523 -1.35289 0.48928 0.28 0.38 -2.27
C -0.91428 -2.20444 0.44067 0.11 0.38 -0.54
H -0.68222 -2.89445 -0.35175 -0.07 -0.19 0.02
H 0.85967 -2.35005 1.74756 0.07 -0.02 0.02
H -2.62933 0.20001 1.95560 -3.83 -5.04 0.39
H -2.85407 -1.33800 -0.21933 -0.21 -0.09 0.10
Mo -0.12038 0.05715 0.15424 3.72 -0.50 -2.04
O 1.41135 -0.73169 -0.49467 -1.14 -0.74 0.34
C 2.55086 -0.42259 -1.23926 1.49 -0.04 -0.39
C 2.29476 -0.50757 -2.69947 -0.36 1.04 0.64
H 2.92685 0.57433 -0.97121 -0.15 -0.04 -0.07
H 3.35181 -1.12374 -0.95328 -0.34 0.04 -0.03
H 1.81062 0.35706 -3.13331 0.22 0.19 -0.25
H 3.27653 -0.32695 -5.15435 0.02 0.02 -0.01
C 3.15288 -1.35096 -4.82540 -0.53 0.13 0.34
C 2.63040 -1.58777 -3.52699 0.46 -1.34 -0.96
C 2.48151 -2.94244 -3.13013 0.32 0.55 0.10
H 2.08051 -3.17367 -2.15314 -0.04 0.05 0.11
C 2.83435 -3.97332 -3.97442 0.08 -0.16 -0.19
H 2.70961 -4.99750 -3.64683 -0.02 0.01 -0.01
C 3.34847 -3.71151 -5.24204 -0.05 0.21 0.13
H 3.62413 -4.52599 -5.89777 0.00 0.00 0.00
C 3.50324 -2.38956 -5.65763 0.05 -0.30 -0.10
H 3.90140 -2.17752 -6.64140 0.02 0.00 0.02
F -3.99294 3.07070 1.57167 0.95 -2.36 1.13
C -3.83688 1.84210 2.20827 -3.52 0.15 -0.55
F -4.63771 1.91080 3.33342 1.84 -0.49 -2.28
F -4.49509 0.93014 1.38281 2.00 1.19 1.18
C -2.11185 1.39914 2.58931 -2.80 4.70 5.10
O -1.28498 0.84194 1.57826 -5.45 0.74 6.83
C -1.87512 2.98469 3.25108 0.93 3.54 1.03
F -2.92130 3.43952 4.04101 1.62 -1.22 -1.85
F -0.78944 3.10620 4.11893 -1.42 -0.67 -1.91
F -1.73726 3.98592 2.29997 0.08 -1.93 1.42
C -2.18784 0.66716 4.12506 -0.94 -1.40 2.71
F -3.07389 1.27891 4.99136 1.72 -0.92 -1.82
F -2.62381 -0.65182 4.12196 0.99 2.24 -0.30
F -0.98140 0.73474 4.80932 -1.58 -0.47 -1.81


Record 4
49
Properties=species:S:1:pos:R:3:forces:R:3 method="wB97M-V/def2-TZVPD" homo_ha="-0.2321 / -0.2883" e_above_lowest_kj_mol=126.97 spin_multiplicity=2 homo_lumo_gap_ev="6.06 / 7.55" s_squared=0.76
Ti 0.24240 -0.38411 -0.05151 -0.52 -1.68 -0.27
O 0.38190 -0.47291 1.71339 0.50 0.26 2.60
C 1.26600 -0.78371 2.61659 1.05 -0.53 0.77
C 0.97770 -0.67341 3.98939 -0.14 0.02 -0.15
C 1.90570 -1.02871 4.94289 -0.03 0.01 -0.23
C 3.15630 -1.52111 4.56679 0.15 -0.04 0.07
C 3.46770 -1.64451 3.23609 -0.18 0.11 -0.21
C 2.55540 -1.26791 2.23379 -0.83 0.26 0.75
C 2.92860 -1.33121 0.86709 0.05 0.12 -0.96
N 2.19800 -0.92711 -0.13271 1.31 -0.37 0.89
C 2.79970 -1.03061 -1.44831 0.36 -0.11 -0.78
C 1.66820 -1.10071 -2.48091 0.55 -0.58 -0.24
N 0.68500 -0.15501 -2.02241 0.44 1.29 -2.40
C 0.41050 0.85429 -2.78191 0.24 -0.79 0.25
C -0.39920 1.94819 -2.35451 -0.42 0.53 0.61
C -1.00170 2.80259 -3.28571 0.02 -0.16 0.21
C -1.78970 3.85209 -2.87401 -0.10 0.06 -0.25
C -1.96250 4.08829 -1.51201 0.14 -0.14 0.06
C -1.33400 3.30129 -0.56991 0.00 -0.03 0.03
C -0.53380 2.20729 -0.95561 0.07 0.52 -0.47
O 0.10360 1.49609 -0.06791 -0.38 1.76 -0.09
H -0.00090 -0.31401 4.27799 -0.03 0.03 -0.01
H 1.66450 -0.93351 5.99189 -0.06 0.02 0.05
H 3.87830 -1.79421 5.32049 0.05 -0.06 0.06
H 4.43050 -2.02861 2.93129 0.13 -0.03 -0.01
H 3.92290 -1.72901 0.64689 -0.10 0.00 0.03
H 3.44300 -1.91721 -1.52371 -0.16 0.17 0.02
H 3.40480 -0.12961 -1.64131 -0.16 -0.16 0.09
H 1.24690 -2.11371 -2.49041 0.06 0.27 0.01
H 2.03450 -0.86351 -3.49191 -0.06 -0.02 0.24
H 0.78730 0.87939 -3.81051 0.04 -0.07 0.14
H -0.85390 2.60579 -4.33771 0.00 0.00 -0.15
H -2.27510 4.48299 -3.60231 -0.03 0.07 -0.05
H -2.58660 4.91019 -1.19021 -0.02 0.06 0.04
H -1.44300 3.51539 0.48619 0.05 -0.06 0.00
I -2.04380 -1.66401 -2.77921 -0.59 0.02 0.00
C -2.76240 -0.75451 -1.01851 0.89 -0.16 -0.44
C -4.13030 -0.65201 -0.88201 -0.52 0.20 0.38
C -4.64530 -0.05691 0.26199 0.75 -0.06 -0.09
C -3.73740 0.38339 1.22449 -0.48 -0.09 -0.21
C -2.38790 0.23109 1.00579 0.22 0.06 -0.06
N -1.86820 -0.31741 -0.12001 -2.34 0.11 0.00
H -4.78660 -1.02931 -1.65031 0.06 -0.02 -0.08
H -5.71010 0.05379 0.39029 -0.10 0.01 0.06
H -4.08510 0.84829 2.13359 0.06 0.01 0.10
H -1.66920 0.54979 1.75409 -0.07 0.02 -0.22
S -0.38630 -2.84311 0.09809 -0.57 0.04 0.24
C 0.95310 -3.52551 -0.56621 0.27 -0.73 -0.18
N 1.88030 -4.02311 -1.04731 0.43 -0.12 -0.15